{
  "formula": "C2H7O3P",
  "method": "ωB97M-V with the def2-TZVPD basis set",
  "gap_ev": 9.8,
  "mol_weight_g_mol": 110.05,
  "multiplicity": 1,
  "e_above_lowest_kj_mol": 426.14,
  "elements": ["P", "O", "O", "O", "C", "C", "H", "H", "H", "H", "H", "H", "H"],
  "xyz": [[-0.4915, 0.8468, 0.6361], [0.1044, -3.7241, 0.8858], [-1.5733, -0.1087, 0.6869], [0.3736, -2.4354, 0.3779], [-0.3407, 2.3131, 1.4067], [0.6782, 0.4582, -0.7139], [0.7728, -3.8537, 1.5972], [0.9759, -0.6065, -0.5572], [1.5843, 1.0534, -0.6756], [0.6720, 2.7524, 1.4793], [-1.0356, 2.7795, 2.0806], [0.1673, 0.7152, -1.6132], [-0.3988, -1.8212, 0.7545]],
  "atomic_forces_ev_per_a": [[1.895, 2.944, 0.041], [0.170, -0.641, 0.734], [-1.646, -1.597, 0.221], [-1.731, 2.183, 0.983], [1.205, -0.815, -0.410], [0.735, -0.377, 1.900], [-0.499, 0.371, -0.652], [-0.472, 0.757, -0.719], [0.043, 0.243, 0.206], [-0.645, -0.308, -0.597], [-0.431, -0.397, 0.122], [-0.428, -0.376, -0.793], [1.805, -1.986, -1.037]],
  "lowdin_charge": [0.666, -0.093, -0.354, -0.173, -0.212, -0.170, 0.102, 0.039, 0.047, 0.009, -0.006, 0.042, 0.103]
}